Entry from OMol25: a cluster of 2 separate species, F3NOS in total at a distorted geometry (wB97M-V/def2-TZVPD).

Cartesian coordinates (Å):
N -0.34679 1.32123 0.66852
O -0.80405 -1.68377 -1.42499
F -1.25918 0.85334 1.58681
F 0.84012 1.36252 1.40097
F 1.36014 -0.63570 -1.64659
S 0.20977 -1.21762 -0.58473

2S+1 = 1
Highest occupied orbital energy (spin up / spin down) = -11.637 / -9.478 eV
Energy above the lowest of the compared OMol25 structures with the same formula, charge and spin = 16.46 kcal per mole
Strongest force on any atom = 4.1 eV/Å
Net charge = 0
M = 119.07 g mol⁻¹

Mulliken atomic charge list, values in e, 4 entries:
1. N 0.15
2. O -0.33
3. F -0.09
4. F -0.10